## A
A molecular structure, C34H16BrF4IrN4O11PS5. Source: the OMol25 dataset; level of theory: wB97M-V/def2-TZVPD.

Atoms and positions in Å:
Ir: -0.026 -0.985 0.220
S: -3.152 4.972 2.447
C: -2.104 3.721 2.465
S: -2.623 2.061 2.441
C: -1.073 1.306 2.375
C: 0.039 2.167 2.416
S: 1.627 1.709 2.382
S: -0.384 3.875 2.444
S: -1.069 -0.420 2.284
F: -0.385 -3.053 -7.099
C: 0.004 -2.843 -5.852
C: 0.454 -3.892 -5.077
F: 0.508 -5.115 -5.590
C: 0.868 -3.676 -3.769
F: 1.340 -4.761 -3.156
C: 0.816 -2.408 -3.186
P: 1.226 -1.924 -1.447
C: 2.935 -1.395 -1.574
C: 3.887 -2.167 -2.238
C: 5.198 -1.727 -2.301
C: 5.549 -0.516 -1.716
C: 4.599 0.254 -1.061
C: 3.288 -0.186 -0.979
C: -0.874 -2.782 0.546
C: -1.710 -3.326 -0.430
C: -2.289 -4.574 -0.255
C: -2.058 -5.300 0.907
C: -1.260 -4.755 1.899
C: -0.674 -3.505 1.720
C: 0.395 -1.358 -4.014
Br: 0.454 0.411 -3.397
C: -0.010 -1.567 -5.316
F: -0.406 -0.558 -6.084
H: 3.609 -3.107 -2.702
H: 5.944 -2.324 -2.808
H: 6.574 -0.173 -1.770
H: 4.876 1.191 -0.598
H: 2.550 0.399 -0.445
H: -1.910 -2.766 -1.338
H: -2.929 -4.980 -1.029
H: -2.512 -6.273 1.043
H: -1.098 -5.294 2.824
H: -0.085 -3.081 2.527
O: -1.639 -0.191 -0.702
C: -1.237 1.024 -0.796
O: -0.062 1.294 -0.487
C: -2.200 2.066 -1.217
C: -3.524 1.745 -1.499
C: -4.428 2.747 -1.814
C: -4.018 4.072 -1.839
C: -2.694 4.362 -1.560
C: -1.770 3.386 -1.251
N: -2.253 5.771 -1.576
O: -1.083 5.992 -1.349
O: -3.086 6.614 -1.837
H: -3.836 0.710 -1.448
H: -5.459 2.501 -2.028
H: -4.702 4.877 -2.063
H: -0.746 3.644 -1.023
O: 4.836 -5.471 4.853
N: 4.277 -5.780 3.822
O: 4.148 -6.910 3.400
C: 3.649 -4.696 3.057
C: 2.990 -4.991 1.910
C: 2.397 -3.945 1.169
C: 2.412 -2.584 1.627
O: 1.802 -1.633 1.105
C: 3.224 -2.374 2.796
C: 3.783 -3.371 3.518
N: 3.501 -0.989 3.195
O: 4.075 -0.317 2.368
O: 3.229 -0.668 4.330
N: 1.732 -4.370 0.010
O: 1.328 -3.587 -0.963
O: 1.522 -5.522 -0.196
H: 2.930 -6.012 1.568
H: 4.340 -3.162 4.421

Summary:
**Kohn-Sham gap (alpha / beta)**: 0.16643 / 0.19128 hartree
**Net charge**: 0
**⟨S²⟩**: 0.78
**Spin multiplicity**: 2

---

## B
A molecular structure, C34H16BrF4IrN4O11PS5. Source: the OMol25 dataset; level of theory: wB97M-V/def2-TZVPD.

Atoms and positions in Å:
Ir: -0.975 0.225 0.623
S: -7.903 2.018 0.545
C: -6.331 1.621 0.552
S: -5.147 2.414 1.557
C: -3.759 1.508 1.038
C: -4.000 0.525 0.076
S: -2.790 -0.412 -0.637
S: -5.650 0.367 -0.446
S: -2.218 1.875 1.639
F: 4.927 2.248 -3.887
C: 3.789 2.066 -3.234
C: 2.693 2.858 -3.499
F: 2.764 3.820 -4.413
C: 1.522 2.650 -2.797
F: 0.533 3.495 -3.102
C: 1.364 1.654 -1.825
P: -0.285 1.706 -0.956
C: -0.105 3.360 -0.207
C: 0.719 3.409 0.917
C: 0.949 4.613 1.563
C: 0.350 5.774 1.098
C: -0.461 5.731 -0.027
C: -0.680 4.532 -0.689
C: -1.473 1.830 -2.322
C: -2.654 2.548 -2.146
C: -3.614 2.566 -3.145
C: -3.403 1.861 -4.322
C: -2.231 1.141 -4.496
C: -1.266 1.123 -3.501
C: 2.500 0.878 -1.567
Br: 2.618 -0.479 -0.281
C: 3.683 1.088 -2.265
F: 4.764 0.353 -2.021
H: 1.179 2.507 1.294
H: 1.598 4.636 2.428
H: 0.521 6.715 1.606
H: -0.919 6.637 -0.402
H: -1.286 4.527 -1.583
H: -2.840 3.079 -1.220
H: -4.530 3.126 -2.999
H: -4.154 1.873 -5.101
H: -2.067 0.583 -5.408
H: -0.370 0.534 -3.634
O: -0.290 -1.332 -2.099
C: 0.065 -1.965 -1.119
O: -0.059 -1.543 0.103
C: 0.650 -3.344 -1.233
C: 0.603 -4.006 -2.453
C: 1.173 -5.263 -2.594
C: 1.811 -5.864 -1.520
C: 1.857 -5.180 -0.319
C: 1.282 -3.937 -0.150
N: 2.556 -5.789 0.828
O: 2.572 -5.163 1.872
O: 3.003 -6.905 0.686
H: 0.116 -3.516 -3.287
H: 1.129 -5.776 -3.545
H: 2.273 -6.837 -1.600
H: 1.348 -3.433 0.801
O: 2.260 -4.536 5.298
N: 2.913 -3.543 5.065
O: 4.087 -3.393 5.338
C: 2.280 -2.495 4.257
C: 2.949 -1.304 4.041
C: 2.352 -0.314 3.301
C: 1.045 -0.436 2.724
O: 0.542 0.508 2.030
C: 0.404 -1.685 3.038
C: 1.014 -2.691 3.772
N: -0.978 -1.956 2.692
O: -1.703 -1.057 2.208
O: -1.445 -3.030 2.947
N: 3.143 0.922 3.161
O: 2.949 1.641 2.205
O: 4.014 1.105 3.988
H: 3.935 -1.149 4.452
H: 0.496 -3.615 3.975

Summary:
**Kohn-Sham gap (alpha / beta)**: 0.23020 / 0.23540 hartree
**Net charge**: 0
**⟨S²⟩**: 0.77
**Spin multiplicity**: 2

---

Which one sits at the top of the stability order? B does.

---

## A
2 unconnected molecules or ions with the total composition H4NO2PS. Source: the OMol25 dataset; level of theory: wB97M-V/def2-TZVPD.

Atoms and positions in Å:
N: -1.010 1.237 0.275
O: -0.974 -1.227 -0.286
O: -3.340 -0.253 -0.063
P: -1.915 0.015 -0.010
S: 2.710 -0.807 0.210
H: -1.507 2.088 0.471
H: -0.065 -0.924 -0.170
H: 2.670 -0.359 -1.040
H: 3.430 0.230 0.613

Summary:
**Kohn-Sham gap**: 0.38364 hartree
**Net charge**: 0

---

## B
2 unconnected molecules or ions with the total composition H4NO2PS. Source: the OMol25 dataset; level of theory: wB97M-V/def2-TZVPD.

Atoms and positions in Å:
N: -0.619 1.094 0.670
O: -0.907 -0.966 -1.053
O: 1.068 -0.747 1.270
P: 0.816 0.555 0.417
S: 2.613 1.297 0.005
H: -0.927 2.006 0.240
H: -0.789 -0.676 -1.989
H: 0.332 -1.204 1.677
H: -1.587 -1.358 -1.237

Summary:
**Kohn-Sham gap**: 0.32621 hartree
**Net charge**: 0

---

Which one sits at the top of the stability order? A does.

---

## A
A molecular structure, C5H5NOS. Source: the OMol25 dataset; level of theory: wB97M-V/def2-TZVPD.

Atoms and positions in Å:
C: 1.926 0.010 0.202
C: 0.508 -0.135 -0.309
C: -0.240 1.099 -0.187
C: -2.262 0.101 -0.173
C: -0.331 -1.209 -0.241
H: 1.992 -0.080 1.607
H: 2.349 1.132 -0.213
H: 2.583 -0.923 -0.324
H: 0.253 2.155 -0.134
H: 0.297 -2.183 0.135
N: -1.534 1.205 -0.233
O: -1.686 -1.174 -0.221
S: -3.855 0.001 0.090

Summary:
**Kohn-Sham gap**: 0.28409 hartree
**Net charge**: 0

---

## B
A single C5H5NOS molecule. Source: the OMol25 dataset; level of theory: wB97M-V/def2-TZVPD.

Atoms and positions in Å:
C: 3.312 -0.136 0.017
C: 1.903 0.255 -0.003
C: 0.726 0.535 0.002
C: -0.678 1.007 -0.040
C: -3.441 -0.939 0.008
H: 3.393 -1.140 -0.279
H: 3.739 0.019 0.980
H: 3.737 0.477 -0.803
H: -4.517 -0.873 0.036
H: -2.863 -1.832 0.136
N: -2.809 0.178 -0.020
O: -1.415 -0.123 -0.043
S: -1.086 2.573 0.009

Summary:
**SMILES**: C=NOC(=S)C#CC
**Kohn-Sham gap**: 0.31432 hartree
**Net charge**: 0

---

Which one sits at the top of the stability order? A does.

---

## A
3 unconnected molecules or ions with the total composition C4H12NO2. Source: the OMol25 dataset; level of theory: wB97M-V/def2-TZVPD.

Atoms and positions in Å:
C: 0.624 -0.114 1.800
C: -0.145 -0.819 0.738
C: -1.039 -1.799 0.908
C: 0.945 0.601 -0.857
N: 0.124 -0.348 -0.609
H: 1.697 -0.323 1.903
H: 0.263 -0.500 2.762
H: 0.394 0.960 1.746
H: -1.301 -2.359 0.018
H: -1.332 -2.120 1.897
H: 0.748 1.042 -1.833
H: 1.700 1.044 -0.224
H: -0.490 -0.799 -1.369
H: -0.208 3.422 0.135
H: 0.780 4.281 0.873
O: 0.761 3.490 0.294
H: -0.464 -2.291 -2.785
H: -1.937 -1.700 -2.946
O: -1.120 -1.667 -2.449

Summary:
**Kohn-Sham gap**: 0.34766 hartree
**Net charge**: +1

---

## B
3 unconnected molecules or ions with the total composition C4H12NO2. Source: the OMol25 dataset; level of theory: wB97M-V/def2-TZVPD.

Atoms and positions in Å:
C: 1.770 0.768 0.642
C: 0.473 1.168 -0.025
C: -0.058 2.394 -0.074
C: 0.064 -1.143 -0.880
N: -0.285 0.096 -0.557
H: 2.415 0.315 -0.074
H: 2.035 1.759 1.026
H: 1.655 0.089 1.470
H: -0.725 2.826 -0.873
H: 0.237 3.162 0.636
H: -0.636 -1.735 -1.253
H: 1.030 -1.401 -0.495
H: -1.313 0.427 -0.922
H: 0.778 -2.769 2.669
H: 2.087 -3.495 2.470
O: 1.467 -2.907 2.034
H: -3.523 1.232 -1.563
H: -3.561 -0.326 -1.731
O: -2.965 0.422 -1.464

Summary:
**Kohn-Sham gap**: 0.32482 hartree
**Net charge**: +1

---

Which one sits at the top of the stability order? A does.

---

## A
2 unconnected molecules or ions with the total composition C3H4BrCl. Source: the OMol25 dataset; level of theory: wB97M-V/def2-TZVPD.

Atoms and positions in Å:
C: -0.105 0.674 -1.063
C: 0.330 1.810 -1.225
C: -0.546 -0.530 -0.330
Cl: -1.284 0.724 -3.690
Br: 0.641 3.448 -2.072
H: -1.854 -0.158 -3.777
H: -1.319 -1.074 -0.809
H: -0.721 -0.253 0.701
H: 0.379 -1.057 -0.328

Summary:
**SMILES**: CC#CBr.Cl
**Kohn-Sham gap**: 0.36836 hartree
**Net charge**: 0

---

## B
2 unconnected molecules or ions with the total composition C3H4BrCl. Source: the OMol25 dataset; level of theory: wB97M-V/def2-TZVPD.

Atoms and positions in Å:
C: -0.134 -1.178 0.657
C: -0.004 -0.453 -0.432
C: 0.483 0.806 -0.361
Cl: -1.468 1.920 0.530
Br: 0.880 1.759 -1.894
H: -0.661 -2.177 0.542
H: 0.129 -0.731 1.700
H: -0.335 -0.913 -1.312
H: 1.109 0.966 0.570

Summary:
**Kohn-Sham gap (alpha / beta)**: 0.29496 / 0.29492 hartree
**Net charge**: 0

---

Which one sits at the top of the stability order? B does.